This record from OMol25 describes C11H12FeNO6 as an isolated structure in a non-equilibrium geometry. The level of theory is ωB97M-V/def2-TZVPD.

Geometry (Å):
Fe -0.971 -1.992 -1.574
O 2.770 -2.940 -0.363
O -0.921 -3.438 -4.587
O -3.453 -0.816 -2.701
O -0.400 -0.832 -0.153
O -0.268 -0.329 -4.267
O -2.339 -4.476 -0.888
N 0.426 1.252 -0.235
C 0.996 2.143 2.841
C -0.724 -2.684 -3.647
C 1.818 -2.929 -0.987
C 0.771 2.578 0.320
C -0.228 0.284 0.411
C -0.601 -1.209 -3.524
C 1.706 2.502 1.539
C 0.369 0.747 2.842
C -0.737 0.557 1.803
C -1.916 -3.392 -0.954
C -2.472 -1.353 -2.342
H 0.235 2.908 3.056
H 1.138 -0.027 2.709
H 1.260 3.155 -0.476
H 0.577 1.099 -1.231
H -1.354 1.466 1.768
H -1.377 -0.287 2.092
H 2.182 3.488 1.654
H 1.729 2.206 3.654
H -0.490 -3.154 -2.519
H -0.161 3.103 0.589
H 2.519 1.788 1.343
H -0.084 0.581 3.826

Values from the calculation:
E: -59752.31884 eV
E_LUMO (spin up / spin down): -5.3 / -5.9 eV
multiplicity: 5
relative energy (zero: lowest compared OMol25 entry of this formula, charge and spin): 6.2 kcal per mole
total charge: +1



This record from OMol25 describes C10H30FKO5 as an isolated structure in a non-equilibrium geometry. The level of theory is ωB97M-V/def2-TZVPD.

Geometry (Å):
K 10.216 15.178 -28.878
F 11.731 15.780 -30.346
O 13.516 15.189 -29.384
O 11.351 13.924 -30.060
O 10.133 15.474 -31.791
O 11.250 17.043 -28.821
O 13.323 16.915 -30.880
C 13.030 15.588 -28.169
C 11.609 16.468 -33.612
C 11.033 18.332 -29.333
C 13.278 18.359 -30.830
C 10.379 16.634 -32.720
C 11.869 12.598 -31.969
C 14.291 19.065 -31.679
C 12.251 12.946 -30.561
C 14.074 15.266 -27.131
C 10.422 19.206 -28.193
H 9.563 16.822 -33.417
H 11.707 14.782 -30.304
H 12.288 18.768 -31.032
H 14.927 15.940 -27.208
H 10.443 17.484 -32.040
H 11.585 15.500 -34.113
H 11.150 19.307 -27.389
H 14.011 19.084 -32.733
H 12.108 13.449 -32.608
H 13.640 15.247 -26.131
H 12.739 16.638 -28.135
H 14.446 20.119 -31.449
H 12.475 12.055 -29.975
H 12.502 16.473 -32.987
H 10.416 18.284 -30.231
H 13.237 13.401 -30.653
H 10.796 12.438 -32.077
H 12.085 18.549 -29.518
H 11.662 16.556 -29.538
H 13.561 18.608 -29.807
H 10.061 20.191 -28.492
H 11.576 17.340 -34.265
H 12.345 11.649 -32.218
H 12.743 15.240 -29.952
H 14.391 14.237 -27.302
H 12.132 15.010 -27.953
H 10.865 15.446 -31.170
H 12.536 16.511 -30.507
H 15.262 18.572 -31.641
H 9.599 18.673 -27.717

Values from the calculation:
E: -40122.92222 eV
E_LUMO: -0.2 eV
relative energy (zero: lowest compared OMol25 entry of this formula, charge and spin): 351.3 kcal per mole



This record from OMol25 describes C22H40AgO6PS as an isolated structure in a non-equilibrium geometry. The level of theory is ωB97M-V/def2-TZVPD.

Geometry (Å):
Ag -6.235 0.948 -0.307
S -3.615 0.919 1.448
P -1.813 0.116 0.273
O -4.516 1.702 0.523
O -4.438 -0.124 2.086
O 0.368 -0.516 3.813
O -1.145 -0.275 1.823
O -4.020 -0.852 -2.055
O 3.587 -2.384 -3.627
C 0.321 2.839 -2.957
C -2.719 -1.545 -0.013
C -1.114 1.900 0.460
C 2.298 -1.256 -1.878
C -1.432 -1.455 2.490
C -0.226 2.377 -0.669
C -0.745 -1.405 3.911
C 1.055 2.814 -0.351
C -0.587 2.421 -2.009
C 1.500 -1.005 4.500
C -2.919 -1.587 -1.570
C 2.254 -2.131 3.751
C 2.796 -1.919 -4.691
C -4.173 -2.341 -2.014
C 3.357 3.645 -0.808
C 1.973 3.238 -1.292
C -0.217 -0.547 -0.564
C 3.667 -1.454 -2.557
C 2.403 -0.532 -0.526
C 1.599 3.239 -2.632
C -3.137 1.957 2.866
C 1.063 -0.438 0.287
H 1.726 -0.600 -2.546
H 3.117 -1.740 3.200
H -2.874 2.954 2.496
H -0.972 -2.343 2.013
H 1.742 -2.194 -1.745
H -2.338 1.487 3.438
H 2.200 -0.160 4.566
H -4.074 2.083 3.423
H -0.371 -2.412 4.141
H 2.336 3.545 -3.372
H 3.460 3.320 0.237
H 1.725 -2.095 -4.487
H 1.618 -2.709 3.072
H -2.480 -1.719 2.693
H 3.042 -2.415 -5.635
H 0.074 2.853 -4.020
H 1.360 2.783 0.697
H 2.683 -2.807 4.505
H 1.292 -1.287 5.546
H -0.570 2.005 1.404
H 1.144 0.468 0.893
H 1.090 -1.282 0.988
H -1.981 2.581 0.406
H -0.300 -1.629 -0.767
H 2.734 0.501 -0.731
H 3.175 -0.959 0.133
H 4.145 3.108 -1.350
H -2.033 -1.690 -2.199
H -1.456 -1.063 4.678
H -3.778 -1.619 0.255
H 3.918 -0.474 -3.011
H -5.001 -2.448 -1.320
H -2.152 -2.473 0.103
H -2.379 0.558 -0.966
H -1.585 2.110 -2.314
H -4.192 -2.657 -3.053
H -0.104 -0.140 -1.577
H 3.506 4.730 -0.812
H 4.468 -1.693 -1.851
H 2.896 -0.829 -4.840

Values from the calculation:
E: -59864.11234 eV
E_LUMO: -1.9 eV



This record from OMol25 describes a 3-piece molecular cluster, C3H10N2O3 overall in a non-equilibrium geometry. The level of theory is ωB97M-V/def2-TZVPD.

Geometry (Å):
O 2.569 1.118 -1.479
O -0.472 -1.114 1.710
O -1.472 -0.875 -0.543
N 3.296 0.411 0.605
N 0.086 1.277 -0.652
C -2.828 -1.060 -0.598
C 1.078 1.166 0.358
C 2.434 0.903 -0.258
H 0.832 0.384 1.087
H -3.260 -1.207 0.407
H 1.140 2.115 0.916
H 4.174 0.208 0.123
H -0.304 -2.031 1.965
H -0.507 0.414 -0.701
H 0.604 1.415 -1.524
H -3.322 -0.140 -0.981
H -3.112 -1.900 -1.235
H -0.935 -1.085 0.799

Values from the calculation:
E: -12388.77837 eV
E_LUMO: -5.3 eV
relative energy (zero: lowest compared OMol25 entry of this formula, charge and spin): 183.5 kcal per mole



This record from OMol25 describes C36H48As2BiN6O8S2 as an isolated structure in a non-equilibrium geometry. The level of theory is ωB97M-V/def2-TZVPD.

Geometry (Å):
Bi 0.265 -0.467 0.173
As 2.811 -0.974 1.303
As -2.613 -1.939 -1.889
S 0.886 1.731 1.581
S -0.145 4.479 0.821
O 0.454 -1.085 -4.115
O 1.740 4.875 -6.020
O -1.760 -1.953 -0.472
O 0.009 3.665 -6.440
O 4.084 4.181 -1.898
O 4.539 2.123 -1.490
O 2.243 0.641 -1.458
O -0.949 -0.250 -2.570
N 1.247 -2.680 -1.011
N 1.244 -4.402 -2.379
N -2.436 0.615 2.039
N 3.830 2.983 -1.989
N -0.657 2.313 -0.509
N 0.996 3.934 -5.761
C -4.077 -3.182 -1.419
C 1.956 1.365 -2.453
C -1.370 -3.651 3.819
C 4.679 -3.322 1.950
C 4.421 1.485 1.843
C -1.784 -2.331 3.888
C 2.675 2.591 -2.755
C -1.784 0.042 3.206
C 0.550 1.941 -4.392
C 1.283 3.121 -4.626
C -2.021 -2.885 -3.474
C -1.309 -1.367 2.999
C 4.427 0.154 1.101
C 2.541 -0.835 3.272
C 2.333 3.436 -3.792
C 0.852 1.102 -3.363
C -3.701 -0.401 -2.351
C -0.448 -4.014 2.853
C 0.067 -0.204 -3.336
C -1.874 5.700 -1.063
C -3.482 -0.236 1.500
C 3.439 -1.562 4.264
C -0.381 -1.718 2.007
C 2.315 -3.618 -2.731
C -2.689 5.522 -2.169
C 0.022 -3.056 1.967
C -2.954 1.923 2.375
C -1.326 3.326 -1.156
C 0.812 -5.596 -3.062
C 2.296 -2.552 -1.889
C -1.195 4.598 -0.564
C -2.126 3.176 -2.286
C -2.809 4.273 -2.778
C -0.021 2.729 0.534
C 0.628 -3.791 -1.345
C 3.747 -2.696 0.919
H 5.365 -2.589 2.377
H 2.594 0.243 3.445
H -0.925 0.675 3.445
H 5.291 -0.446 1.397
H 0.088 -6.124 -2.445
H -2.509 -2.046 4.643
H 4.313 -2.465 0.015
H -4.750 -3.358 -2.262
H -2.148 2.541 2.771
H 4.489 0.352 0.032
H 3.289 -2.638 4.215
H -1.025 -2.552 -3.761
H -4.701 -0.740 -2.618
H -3.358 2.408 1.484
H -3.916 0.257 0.627
H -0.253 1.702 -5.076
H 4.497 -1.345 4.104
H 1.509 -1.131 3.436
H -3.756 1.867 3.133
H 5.284 2.075 1.529
H 3.185 -1.244 5.278
H 0.350 -5.347 -4.019
H -3.639 -4.133 -1.112
H 3.524 2.053 1.607
H -3.236 6.367 -2.570
H -2.188 2.199 -2.746
H 1.666 -6.248 -3.244
H 4.470 1.353 2.926
H -2.720 -2.643 -4.277
H -3.059 -1.191 1.186
H -4.292 -0.419 2.231
H -1.769 -4.386 4.509
H -2.051 -3.956 -3.272
H 4.126 -3.792 2.760
H -3.752 0.271 -1.497
H 0.743 -3.359 1.218
H 2.928 -1.680 -1.863
H 5.278 -4.098 1.468
H -3.240 0.113 -3.189
H -0.237 -4.194 -0.843
H -3.451 4.162 -3.643
H 2.957 -3.871 -3.556
H 2.913 4.332 -3.953
H -2.467 0.063 4.076
H -4.650 -2.782 -0.582
H -0.102 -5.039 2.786
H 2.975 -3.408 0.638
H -1.778 6.670 -0.593

Values from the calculation:
E: -212616.55685 eV
E_LUMO: 2.1 eV
relative energy (zero: lowest compared OMol25 entry of this formula, charge and spin): 20.5 kcal per mole
total charge: -1



This record from OMol25 describes a 5-piece molecular cluster, C5H20NO6 overall in a non-equilibrium geometry. The level of theory is ωB97M-V/def2-TZVPD.

Geometry (Å):
O 1.377 -0.965 3.165
O 0.843 3.723 -1.037
O 1.340 1.762 2.692
O -0.014 -1.717 -1.883
O -2.095 -0.927 -2.917
O 1.454 0.166 -2.800
N 0.259 -1.323 0.484
C -0.576 0.800 1.379
C -0.547 -0.066 0.108
C 0.642 -2.123 -0.831
C -2.024 -0.301 -0.085
C 0.699 1.661 1.456
H 0.844 -0.607 -2.762
H 0.285 -3.186 -0.760
H -1.474 1.508 1.398
H -1.153 -0.962 -3.052
H -0.117 0.430 -0.765
H -2.056 -1.666 -2.280
H 1.021 0.996 3.276
H 1.893 -0.066 -1.925
H 1.730 -2.007 -0.764
H -2.589 0.555 -0.510
H -0.426 0.171 2.409
H -2.662 -0.338 0.742
H 0.358 2.636 1.270
H 1.549 1.379 0.866
H -0.055 3.390 -1.315
H 1.442 -1.852 3.553
H 1.245 -1.151 2.186
H -2.229 -1.096 -0.812
H -0.333 -1.903 1.026
H 1.371 3.078 -1.513

Values from the calculation:
E: -19283.21601 eV
E_LUMO: 3.2 eV
relative energy (zero: lowest compared OMol25 entry of this formula, charge and spin): 77.2 kcal per mole
total charge: -1



This record from OMol25 describes C22H20N5O2S2V as an isolated structure. The level of theory is ωB97M-V/def2-TZVPD.

Geometry (Å):
V -0.386 -0.284 -0.343
S 0.165 -0.478 -2.694
S 1.920 -0.572 -0.435
O -1.017 -2.029 0.015
O -0.463 -4.500 0.698
N -0.906 1.706 -0.942
N -3.158 -1.416 -0.457
N 5.286 -0.697 -2.048
N 2.614 -0.486 -5.570
N -2.462 -0.266 -0.664
C 4.221 -0.662 -2.481
C 2.897 -0.607 -3.012
C -3.069 0.798 -1.033
C -2.202 1.946 -1.217
C -0.376 3.930 -1.591
C -1.792 -4.682 0.620
C -3.611 -6.237 0.899
C -0.399 0.115 2.731
C 2.742 -0.547 -4.428
C -0.071 0.497 1.315
C -1.713 4.190 -1.854
C -2.265 -5.955 0.947
C -4.079 -4.002 0.202
C -2.711 -3.686 0.244
C -2.298 -2.327 -0.090
C -2.642 3.183 -1.667
C -1.449 1.158 3.167
C 1.812 -0.588 -2.189
C 0.864 0.272 3.591
C -0.972 -1.287 2.919
C -4.534 -5.258 0.523
C -0.013 2.675 -1.137
H -1.539 -6.703 1.233
H -1.073 2.177 3.056
H -3.953 -7.231 1.156
H -1.944 -1.393 2.435
H 0.491 1.438 1.320
H -2.365 1.055 2.583
H 1.639 -0.429 3.276
H 1.019 2.419 -0.931
H -1.693 1.001 4.220
H -2.023 5.163 -2.210
H -5.590 -5.484 0.484
H -0.253 -3.588 0.440
H 0.629 0.069 4.638
H -3.692 3.334 -1.873
H 0.385 4.682 -1.740
H -4.140 0.825 -1.203
H -1.111 -1.480 3.984
H -0.302 -2.050 2.523
H 1.267 1.283 3.520
H -4.769 -3.224 -0.093

Values from the calculation:
E: -82041.44431 eV
E_LUMO: -1.7 eV
relative energy (zero: lowest compared OMol25 entry of this formula, charge and spin): 0.0 kcal per mole



This record from OMol25 describes one molecule with the formula C12H13F3N4O4 in a non-equilibrium geometry. The level of theory is ωB97M-V/def2-TZVPD.

Geometry (Å):
F -0.560 3.797 0.250
F 1.316 3.018 -0.473
F 0.887 2.966 1.705
O -2.717 -0.048 -0.482
O 1.674 0.044 -1.413
O 2.799 -2.761 1.884
O -2.236 1.955 1.952
N 0.864 -1.559 2.082
N -0.916 0.168 2.253
N 2.445 -1.274 0.263
N -1.041 1.307 -1.043
C -2.317 0.012 -2.801
C 0.137 -0.474 1.651
C 0.330 2.802 0.465
C 2.041 -1.940 1.397
C -2.881 1.143 -3.655
C -2.084 0.500 -1.355
C 0.594 -2.182 3.380
C 1.565 -0.350 -0.280
C 3.564 -1.803 -0.576
C -1.316 1.260 1.528
C -0.425 1.401 0.292
C 0.457 0.173 0.506
H -1.381 -0.140 3.112
H 1.117 -1.615 4.174
H 0.934 -3.237 3.416
H 4.350 -2.233 0.086
H -0.446 1.618 -1.820
H -2.327 2.053 -3.520
H 3.995 -0.952 -1.119
H -0.460 -2.099 3.604
H -2.957 -0.891 -2.844
H -3.938 1.339 -3.410
H 3.176 -2.557 -1.278
H -1.371 -0.269 -3.226
H -2.870 0.829 -4.702

Values from the calculation:
E: -34959.32381 eV
E_LUMO: 0.3 eV
structure (SMILES): CCC(=O)N[C@@]1(C(F)(F)F)C(=O)Nc2c1c(=O)n(C)c(=O)n2C
relative energy (zero: lowest compared OMol25 entry of this formula, charge and spin): 9.4 kcal per mole